[1]
ORCA calculation (ωB97M-V/def2-TZVPD) on a 2-piece molecular cluster, CH7N2O overall at a distorted geometry.

The HOMO-LUMO gap is 11.85 eV. The max |F| is 2.633 eV Å⁻¹. The energy relative to the best compared isomer or geometry (same formula, charge and spin) comes out at 85.91 kJ/mol.

```
! wB97M-V def2-TZVPD RIJCOSX def2/J DEFGRID3
* xyz 1 1
N 0.79 1.17 0.76
C -0.36 1.02 0.12
N -0.50 0.39 -1.06
H 1.69 0.71 0.56
H 0.73 1.41 1.74
H -1.33 1.53 0.47
H -1.39 0.10 -1.49
H 0.34 0.08 -1.45
H 0.38 -2.69 0.47
H -0.68 -1.83 -0.05
O 0.32 -1.89 -0.05
*
```

---

[2]
ORCA calculation (ωB97M-V/def2-TZVPD) on an isolated ion of composition C5H11N4O and charge +1 at a distorted geometry.

The HOMO-LUMO gap is 8.45 eV. The max |F| is 2.734 eV Å⁻¹. The energy relative to the best compared isomer or geometry (same formula, charge and spin) comes out at 434.16 kJ/mol.

```
! wB97M-V def2-TZVPD RIJCOSX def2/J DEFGRID3
* xyz 1 1
C -2.32 -1.07 -2.03
O -2.27 -1.56 -0.69
C -1.88 -0.57 0.25
C -0.34 -0.34 0.09
C 0.31 0.46 1.26
N 1.72 0.74 0.87
C 2.15 1.80 0.21
N 3.51 1.59 0.04
N 3.79 0.46 0.59
N 2.73 -0.08 1.11
H -1.85 -1.79 -2.73
H -3.38 -0.94 -2.32
H -1.83 -0.09 -2.18
H -2.11 -0.97 1.26
H -2.46 0.35 0.03
H 0.21 -1.29 -0.07
H -0.19 0.28 -0.82
H 0.26 -0.08 2.23
H -0.19 1.43 1.44
H 1.51 2.62 -0.12
H 2.62 -0.98 1.59
*
```

---

[3]
ORCA calculation (ωB97M-V/def2-TZVPD) on C48H57BN8ORuS4Te as an isolated structure.

The HOMO-LUMO gap (alpha / beta) is 7.31 / 6.63 eV. The expectation value of S² is 0.7574. The max |F| is 0.631 eV Å⁻¹. The energy relative to the best compared isomer or geometry (same formula, charge and spin) comes out at 0.00 kJ/mol.

```
! wB97M-V def2-TZVPD RIJCOSX def2/J DEFGRID3
* xyz 1 2
Ru -2.17 -0.31 0.17
C -3.14 4.84 -0.76
C -1.82 4.15 -0.78
C -0.66 4.78 -1.14
C 0.56 4.06 -1.18
N 0.61 2.82 -0.79
N -0.51 2.21 -0.40
B -0.38 0.69 0.00
N 0.44 0.49 1.30
N 0.99 1.52 1.94
C 1.74 1.26 2.99
C 2.01 -0.08 3.37
C 1.43 -1.12 2.72
C 1.66 -2.55 3.08
C 0.54 -0.78 1.66
S -0.43 -1.93 0.81
C 2.30 2.43 3.77
C 1.77 2.34 5.21
C 1.86 3.76 3.16
C 3.83 2.35 3.77
N 0.54 0.08 -1.16
N 1.85 0.07 -0.99
C 2.61 -0.41 -1.94
C 2.04 -0.83 -3.16
C 0.69 -0.82 -3.33
C 0.01 -1.29 -4.58
C -0.09 -0.39 -2.23
S -1.80 -0.52 -2.14
C 4.10 -0.45 -1.63
C 4.63 0.99 -1.55
C 4.88 -1.23 -2.69
C 4.29 -1.14 -0.27
C -1.72 2.78 -0.43
S -3.12 1.83 -0.07
C 1.87 4.64 -1.69
C 2.33 3.77 -2.88
C 2.92 4.57 -0.58
C 1.72 6.08 -2.16
H -3.04 5.88 -1.06
H -3.59 4.80 0.23
H -3.84 4.34 -1.44
H -0.69 5.82 -1.43
H 2.67 -0.27 4.21
H 2.30 -2.64 3.96
H 2.14 -3.08 2.25
H 0.71 -3.06 3.26
H 0.68 2.41 5.23
H 2.17 3.17 5.80
H 2.07 1.41 5.70
H 0.77 3.86 3.17
H 2.20 3.84 2.13
H 2.29 4.58 3.74
H 4.19 1.44 4.25
H 4.24 3.20 4.32
H 4.22 2.38 2.75
H 2.68 -1.19 -3.96
H 0.74 -1.57 -5.34
H -0.63 -0.51 -4.99
H -0.63 -2.14 -4.37
H 4.52 1.50 -2.51
H 5.69 0.98 -1.29
H 4.09 1.55 -0.79
H 4.85 -0.74 -3.66
H 4.50 -2.25 -2.80
H 5.92 -1.30 -2.39
H 3.75 -0.60 0.52
H 5.35 -1.15 -0.01
H 3.94 -2.17 -0.30
H 2.43 2.73 -2.57
H 3.29 4.12 -3.25
H 1.60 3.82 -3.70
H 3.00 3.55 -0.18
H 2.67 5.25 0.24
H 3.90 4.86 -0.97
H 1.00 6.18 -2.97
H 2.68 6.44 -2.53
H 1.42 6.74 -1.34
Te -5.79 -0.55 -0.06
C -6.08 -0.54 -2.15
C -5.25 0.25 -2.94
C -5.45 0.28 -4.32
C -6.47 -0.47 -4.89
C -7.29 -1.25 -4.09
C -7.10 -1.29 -2.72
H -4.47 0.85 -2.49
H -4.80 0.88 -4.94
H -6.62 -0.44 -5.96
H -8.09 -1.83 -4.54
H -7.73 -1.91 -2.10
N -2.91 -2.44 2.80
C -2.88 -1.17 3.26
C -3.20 -0.92 4.61
C -3.16 0.35 5.11
C -2.77 1.39 4.26
C -2.50 1.08 2.95
N -2.57 -0.17 2.42
H -3.04 -3.18 3.48
H -2.39 -2.67 1.97
H -3.47 -1.77 5.24
H -3.40 0.54 6.14
H -2.70 2.41 4.59
H -2.20 1.86 2.27
C 2.54 -8.19 0.30
C 1.52 -7.09 0.15
O 1.75 -5.92 0.28
S -0.12 -7.75 -0.20
C -1.09 -6.27 -0.21
C -0.80 -5.24 -1.10
C -1.58 -4.10 -1.12
C -2.67 -3.98 -0.25
C -2.97 -5.03 0.62
C -2.18 -6.17 0.64
C -3.46 -2.78 -0.23
C -4.16 -1.79 -0.15
H 3.48 -7.85 -0.14
H 2.22 -9.12 -0.16
H 2.71 -8.36 1.36
H 0.05 -5.33 -1.77
H -1.35 -3.28 -1.79
H -3.82 -4.94 1.28
H -2.40 -6.97 1.32
*
```

---

[4]
ORCA calculation (ωB97M-V/def2-TZVPD) on one molecule with the formula CH4ClN at a distorted geometry.

The HOMO-LUMO gap is 10.78 eV. The max |F| is 5.327 eV Å⁻¹. The energy relative to the best compared isomer or geometry (same formula, charge and spin) comes out at 222.68 kJ/mol.

```
! wB97M-V def2-TZVPD RIJCOSX def2/J DEFGRID3
* xyz 0 1
C -0.71 -0.26 0.12
N 0.69 0.77 0.17
Cl 2.15 -0.18 0.15
H -0.92 -0.55 1.13
H -1.33 0.49 -0.20
H -0.36 -1.16 -0.54
H 0.49 0.88 -0.82
*
```

---

[5]
ORCA calculation (ωB97M-V/def2-TZVPD) on a 2-piece molecular cluster, C9H13NO overall at a distorted geometry.

The HOMO-LUMO gap is 9.49 eV. The max |F| is 2.461 eV Å⁻¹. The energy relative to the best compared isomer or geometry (same formula, charge and spin) comes out at 86.10 kJ/mol.

```
! wB97M-V def2-TZVPD RIJCOSX def2/J DEFGRID3
* xyz 0 1
C 1.20 1.43 1.03
C -0.19 1.24 1.53
C -0.52 0.38 2.57
C -1.82 0.39 3.04
C -2.81 1.05 2.33
C -2.56 1.65 1.10
C -1.21 1.78 0.74
H 1.47 0.60 0.37
H 1.91 1.49 1.87
H 1.12 2.19 0.24
H 0.21 -0.25 3.03
H -2.01 -0.21 3.91
H -3.80 1.21 2.73
H -3.32 1.84 0.34
H -0.90 2.38 -0.08
C 1.64 -2.91 -3.15
C 1.10 -1.84 -2.23
N 1.54 -0.60 -2.55
O 0.30 -2.10 -1.35
H 2.02 -2.49 -4.10
H 0.91 -3.71 -3.25
H 2.57 -3.37 -2.77
H 1.22 0.14 -1.93
H 1.96 -0.27 -3.40
*
```

---

[6]
ORCA calculation (ωB97M-V/def2-TZVPD) on one molecule with the formula C4H6N2S at a distorted geometry.

The HOMO-LUMO gap is 8.18 eV. The max |F| is 4.290 eV Å⁻¹. The energy relative to the best compared isomer or geometry (same formula, charge and spin) comes out at 214.34 kJ/mol.

```
! wB97M-V def2-TZVPD RIJCOSX def2/J DEFGRID3
* xyz 0 1
C -1.34 2.49 0.37
C -0.83 1.53 -0.43
N -0.46 0.30 0.12
C 0.07 -0.58 -0.71
N 0.80 -1.69 -0.29
C 1.29 -2.01 0.91
S 2.10 -3.43 1.32
H -1.63 3.29 -0.28
H -1.40 2.36 1.48
H -0.84 1.58 -1.51
H -0.06 -0.29 -1.73
H 1.29 -2.19 -1.03
H 1.00 -1.37 1.79
*
```

---

[7]
ORCA calculation (ωB97M-V/def2-TZVPD) on one molecule with the formula C13H21N5O2S at a distorted geometry.

The HOMO-LUMO gap is 9.77 eV. The max |F| is 1.430 eV Å⁻¹. The energy relative to the best compared isomer or geometry (same formula, charge and spin) comes out at 14.42 kJ/mol.

```
! wB97M-V def2-TZVPD RIJCOSX def2/J DEFGRID3
* xyz 0 1
C -4.94 3.19 1.45
C -4.26 2.12 0.61
C -5.24 1.03 0.19
C -4.58 -0.19 -0.45
C -3.87 0.12 -1.78
C -2.36 0.32 -1.62
N -1.70 -0.86 -1.13
S -1.13 -0.96 0.40
O -1.28 -2.31 0.85
O -1.63 0.11 1.21
C 0.61 -0.63 0.17
N 1.06 -0.02 -0.93
C 2.37 0.08 -0.72
N 3.31 0.61 -1.48
C 4.54 0.58 -1.03
C 5.60 1.18 -1.89
C 4.88 0.02 0.23
C 3.91 -0.52 1.02
C 4.10 -1.14 2.36
N 2.65 -0.48 0.53
N 1.52 -0.93 1.07
H -5.35 2.76 2.37
H -4.23 3.96 1.73
H -5.76 3.65 0.90
H -3.83 2.58 -0.27
H -3.45 1.66 1.19
H -5.98 1.45 -0.50
H -5.78 0.69 1.08
H -3.86 -0.62 0.25
H -5.35 -0.94 -0.63
H -4.03 -0.71 -2.48
H -4.30 1.01 -2.23
H -1.92 0.60 -2.58
H -2.15 1.10 -0.89
H -1.99 -1.74 -1.51
H 6.35 0.43 -2.14
H 6.10 1.99 -1.37
H 5.15 1.55 -2.80
H 5.91 0.03 0.56
H 5.14 -1.14 2.65
H 3.72 -2.17 2.34
H 3.51 -0.60 3.10
*
```

---

[8]
ORCA calculation (ωB97M-V/def2-TZVPD) on C20H44NOP3RhSe as an isolated structure at a distorted geometry.

The HOMO-LUMO gap (alpha / beta) is 5.87 / 4.85 eV. The expectation value of S² is 6.0275. The max |F| is 4.482 eV Å⁻¹. The energy relative to the best compared isomer or geometry (same formula, charge and spin) comes out at 40.56 kJ/mol.

```
! wB97M-V def2-TZVPD RIJCOSX def2/J DEFGRID3
* xyz 3 5
Rh 0.64 -0.61 -1.04
P -1.15 -0.57 0.69
P 1.23 -2.74 -0.49
P -0.85 -1.01 -2.69
H 0.44 3.43 2.58
C -0.19 3.51 1.67
C -1.62 3.51 1.99
H -1.94 3.46 3.02
C -0.57 -0.06 2.35
C -2.14 -2.06 1.08
C -2.39 0.71 0.29
C 2.85 -3.25 -1.17
C 1.46 -2.98 1.31
C 0.11 -4.09 -1.01
C -1.41 0.60 -3.34
C -2.42 -1.89 -2.37
C -0.23 -1.89 -4.17
H 0.16 4.36 1.05
H -2.34 3.77 1.21
H -0.60 1.04 2.44
H 0.45 -0.41 2.52
H -1.23 -0.49 3.12
H -1.50 -2.91 1.36
H -2.76 -2.36 0.23
H -2.80 -1.82 1.93
H -2.11 1.67 0.76
H -3.37 0.40 0.69
H -2.48 0.85 -0.79
H 3.09 -4.26 -0.80
H 3.63 -2.55 -0.85
H 2.82 -3.26 -2.27
H 1.90 -3.97 1.47
H 0.51 -2.92 1.86
H 2.14 -2.22 1.71
H 0.61 -5.04 -0.79
H -0.09 -4.04 -2.09
H -0.84 -4.05 -0.46
H -2.43 0.49 -3.74
H -0.74 0.94 -4.14
H -1.41 1.37 -2.56
H -2.93 -2.04 -3.33
H -3.09 -1.31 -1.72
H -2.25 -2.88 -1.92
H -1.09 -2.13 -4.82
H 0.28 -2.83 -3.91
H 0.47 -1.26 -4.74
C 1.76 1.57 -3.29
C 1.40 2.62 -2.44
C 1.06 3.87 -2.97
C 1.13 4.08 -4.35
C 1.57 3.06 -5.20
C 1.90 1.81 -4.67
Se 2.02 -0.26 -2.67
H 0.05 2.50 1.00
H 1.35 2.44 -1.36
H 0.73 4.66 -2.30
H 0.86 5.06 -4.77
H 1.65 3.23 -6.28
H 2.25 1.00 -5.32
C 3.30 2.88 1.04
N 3.64 1.47 1.22
C 4.89 1.14 1.91
C 2.81 0.52 0.82
O 1.65 0.79 0.38
H 4.19 3.46 1.29
H 2.48 3.19 1.69
H 3.03 3.08 -0.01
H 4.77 1.18 3.00
H 5.19 0.13 1.62
H 5.66 1.86 1.62
H 3.19 -0.52 0.89
*
```

---

[9]
ORCA calculation (ωB97M-V/def2-TZVPD) on C3H9NO2 as an isolated structure at a distorted geometry.

The HOMO-LUMO gap is 9.95 eV. The max |F| is 4.746 eV Å⁻¹. The energy relative to the best compared isomer or geometry (same formula, charge and spin) comes out at 394.42 kJ/mol.

```
! wB97M-V def2-TZVPD RIJCOSX def2/J DEFGRID3
* xyz 0 1
C -0.37 -0.76 -1.22
C -1.26 1.32 0.71
C 1.52 -1.09 0.12
N 0.08 -1.10 -0.03
O -0.25 1.35 -0.75
O -0.79 0.76 1.84
H 0.61 1.63 -0.42
H -0.56 -0.17 1.65
H 0.21 -0.99 -2.12
H -1.43 -0.93 -1.37
H -1.37 2.39 0.84
H -2.09 0.81 0.23
H 2.04 -1.36 -0.81
H 1.85 -0.08 0.40
H 1.80 -1.77 0.93
*
```

---

[10]
ORCA calculation (ωB97M-V/def2-TZVPD) on a 2-piece molecular cluster, C5H14N2O2 overall at a distorted geometry.

The HOMO-LUMO gap is 10.22 eV. The max |F| is 5.198 eV Å⁻¹. The energy relative to the best compared isomer or geometry (same formula, charge and spin) comes out at 170.37 kJ/mol.

```
! wB97M-V def2-TZVPD RIJCOSX def2/J DEFGRID3
* xyz 0 1
C -0.24 2.29 1.69
C 0.47 0.99 1.19
C -0.26 0.12 0.18
C -1.70 -0.40 0.76
N 0.47 -1.16 0.02
C 1.27 -1.18 -1.11
N 2.24 -2.23 -1.19
O 1.03 -0.55 -2.07
H -0.69 2.98 0.96
H -0.92 2.01 2.52
H 0.61 2.83 2.10
H 0.52 0.44 2.08
H 1.53 1.11 0.73
H -0.32 0.68 -0.80
H -1.52 -1.07 1.53
H -2.27 -1.03 -0.13
H -2.19 0.50 1.12
H 0.67 -1.90 0.72
H 2.32 -2.85 -1.95
H 2.93 -2.38 -0.41
O -1.57 0.30 -2.37
H -0.78 -0.26 -2.39
H -1.60 0.75 -3.19
*
```

---

[11]
ORCA calculation (ωB97M-V/def2-TZVPD) on one molecule with the formula C5H8N2.

The HOMO-LUMO gap is 7.99 eV. The max |F| is 0.484 eV Å⁻¹. The energy relative to the best compared isomer or geometry (same formula, charge and spin) comes out at 380.06 kJ/mol.

```
! wB97M-V def2-TZVPD RIJCOSX def2/J DEFGRID3
* xyz 0 1
C -0.22 1.84 0.40
N 0.42 0.55 0.30
C 0.13 -0.55 -0.65
C 1.10 -1.63 -0.31
C -1.34 -0.98 -0.64
C 1.79 -1.04 0.75
N 1.38 0.22 1.08
H -0.23 2.33 -0.58
H 0.34 2.45 1.10
H -1.25 1.74 0.75
H 0.42 -0.16 -1.64
H -1.39 -2.06 -0.51
H -1.85 -0.73 -1.57
H -1.89 -0.52 0.19
H 2.59 -1.46 1.35
*
```

---

[12]
ORCA calculation (ωB97M-V/def2-TZVPD) on C26H41BaBrN6P2 as an isolated structure at a distorted geometry.

The HOMO-LUMO gap is 5.30 eV. The max |F| is 3.305 eV Å⁻¹. The energy relative to the best compared isomer or geometry (same formula, charge and spin) comes out at 31.77 kJ/mol.

```
! wB97M-V def2-TZVPD RIJCOSX def2/J DEFGRID3
* xyz 2 1
C -1.30 6.75 -2.58
C -1.60 5.37 -2.64
C -1.77 4.80 -3.93
C -1.50 5.58 -5.07
N -1.12 6.85 -4.97
C -1.04 7.44 -3.78
C -1.66 4.52 -1.48
C -1.40 3.50 -0.81
C -0.51 2.38 -0.46
C 0.54 2.60 0.47
C 1.29 1.55 0.99
C 1.10 0.23 0.54
C -0.10 -0.01 -0.22
C -0.77 1.06 -0.86
Ba -2.45 2.65 1.48
P 2.29 -1.09 0.88
H -2.07 3.76 -4.05
H -1.24 7.27 -1.63
H -1.58 5.14 -6.06
H -0.75 8.49 -3.76
H -1.57 0.89 -1.59
H 0.80 3.65 0.68
H -0.31 -1.04 -0.52
H 2.03 1.76 1.76
C 1.63 -2.34 1.99
C 2.30 -3.72 1.93
H 0.55 -2.40 1.81
H 1.71 -1.91 3.00
H 2.24 -4.22 2.91
H 1.82 -4.39 1.20
H 3.37 -3.66 1.69
C 2.73 -1.71 -0.75
C 3.34 -0.66 -1.69
H 1.81 -2.15 -1.18
H 3.44 -2.54 -0.57
H 3.25 -1.01 -2.73
H 2.85 0.33 -1.62
H 4.41 -0.52 -1.49
C 3.76 -0.32 1.59
C 5.03 -1.15 1.81
H 3.40 0.10 2.55
H 4.00 0.54 0.94
H 5.80 -0.48 2.22
H 4.89 -1.98 2.53
H 5.43 -1.56 0.87
Br -1.53 -0.32 1.77
P -2.78 -3.19 -1.21
C -0.97 -3.54 -1.17
C -0.65 -4.99 -1.55
H -0.61 -3.31 -0.15
H -0.48 -2.85 -1.88
H 0.42 -5.11 -1.76
H -0.89 -5.68 -0.73
H -1.21 -5.31 -2.44
C -3.24 -3.01 0.55
C -4.60 -3.66 0.82
H -3.25 -1.93 0.78
H -2.44 -3.49 1.15
H -4.76 -3.73 1.90
H -5.41 -3.08 0.38
H -4.63 -4.67 0.39
C -2.98 -1.56 -2.01
C -3.26 -1.78 -3.50
H -2.06 -0.99 -1.85
H -3.82 -1.05 -1.51
H -3.60 -0.85 -3.96
H -2.36 -2.10 -4.04
H -4.03 -2.54 -3.65
N 0.96 0.92 6.00
N 0.56 1.99 5.20
N 1.46 2.93 4.86
C 0.83 3.54 3.85
N -0.33 2.94 3.51
N -0.48 1.89 4.37
H 0.16 0.52 6.46
H 1.68 1.24 6.63
H 1.23 4.42 3.37
*
```

---

[13]
ORCA calculation (ωB97M-V/def2-TZVPD) on a 2-piece molecular cluster, C8H19NO overall at a distorted geometry.

The HOMO-LUMO gap is 9.68 eV. The max |F| is 7.295 eV Å⁻¹. The energy relative to the best compared isomer or geometry (same formula, charge and spin) comes out at 554.02 kJ/mol.

```
! wB97M-V def2-TZVPD RIJCOSX def2/J DEFGRID3
* xyz 0 1
C -2.44 -0.60 -2.45
C -1.83 -0.39 -1.17
N -0.52 0.11 -0.73
C -0.72 0.99 0.45
C 0.62 0.60 -1.62
C 0.80 -0.36 -2.91
O 1.21 1.60 -1.54
H -3.39 -0.04 -2.54
H -2.97 -1.59 -2.78
H -1.92 -0.37 -3.48
H -2.60 0.23 -0.62
H -2.05 -1.37 -0.46
H 0.11 1.09 1.00
H -1.22 2.06 0.61
H -1.59 0.29 0.75
H 1.79 -0.50 -3.16
H 0.04 -1.13 -2.97
H 0.46 0.35 -3.77
C 2.08 0.19 2.93
C 1.26 -1.13 2.93
C -0.05 -0.81 3.56
H 2.33 0.60 3.77
H 1.72 0.88 2.26
H 3.02 -0.01 2.47
H 1.20 -1.34 1.91
H 1.92 -1.85 3.37
H -0.54 -0.08 2.82
H -0.71 -1.59 3.56
H 0.00 -0.11 4.41
*
```